Computed, not measured: C5H20NaO5 as an isolated structure at a distorted geometry, with ωB97M-V with the def2-TZVPD basis set.

Output
LUMO level: -2.734 eV
orbital gap: 11.009 eV
maximum force: 0.0904 hartree/bohr
energy relative to the best compared isomer or geometry (same formula, charge and spin): 503.2 kJ/mol
E: -740.5995 hartree
total charge: +1

Cartesian coordinates (Å):
Na 0.500 -0.463 0.199
C -0.068 1.496 2.190
O 0.580 1.315 0.944
H 0.658 1.610 2.995
H -0.742 2.352 2.184
H -0.569 0.573 2.482
H 1.168 2.071 0.871
C -1.337 1.466 -0.543
O -1.307 0.104 -0.180
H -1.352 2.017 0.397
H -0.384 1.716 -1.009
H -2.223 1.772 -1.099
H -2.208 -0.178 -0.001
C -1.478 -1.808 1.206
O -0.317 -1.187 1.765
H -2.354 -1.548 1.800
H -1.563 -1.550 0.150
H -1.331 -2.888 1.199
H -0.424 -1.221 2.719
C 0.810 -2.341 -1.543
O -0.342 -1.838 -0.925
H 1.644 -1.643 -1.469
H 1.198 -3.250 -1.082
H 0.738 -2.520 -2.616
H -0.986 -1.876 -1.635
C 2.187 1.557 -1.410
O 1.213 0.515 -1.299
H 1.761 2.501 -1.749
H 2.486 1.754 -0.381
H 3.065 1.238 -1.970
H 0.975 0.253 -2.191